Here is an isolated molecule of C22H42N2O8 from OMol25. Energies are from the ωB97M-V functional and the def2-TZVPD basis.

Each line ends with the Löwdin charge.
Geometry (Å):
1 O 0.9457 -2.0133 -0.9900  0.062
2 O -2.6031 -0.9144 -1.6702  -0.159
3 O 1.2860 1.1716 2.1049  -0.155
4 O 2.4658 2.4329 -0.5896  -0.152
5 O -1.7285 2.2920 0.7012  0.085
6 O -3.2240 2.0172 -0.9727  0.006
7 O 2.7968 -1.7504 0.2780  -0.013
8 O -2.3805 -3.1990 0.4238  -0.131
9 N 0.7484 -1.4892 1.1979  -0.021
10 N -1.0663 1.4657 -1.2956  -0.019
11 C -5.1751 1.2134 0.2519  -0.168
12 C -1.4105 0.9381 -2.5951  -0.099
13 C -2.1523 -3.2535 -0.9775  -0.168
14 C 5.3421 -0.1488 -0.6265  -0.261
15 C -4.2830 2.4029 -0.1028  -0.164
16 C 1.4577 -1.7661 0.0839  -0.530
17 C -4.4514 0.1047 1.0171  -0.247
18 C 1.3580 -1.2767 2.4919  -0.099
19 C 2.6446 2.6534 0.7923  -0.162
20 C -3.0483 -2.2473 -1.7166  -0.174
21 C 5.7804 1.2189 -1.1337  -0.102
22 C 0.2899 1.3094 -0.8137  -0.113
23 C 1.1115 0.1465 3.0406  -0.183
24 C 2.6084 1.3852 1.6577  -0.166
25 C -1.2442 -2.9772 1.2165  -0.172
26 C -1.9938 1.9361 -0.4257  -0.529
27 C -0.6990 -1.5353 1.1066  -0.084
28 C 3.6025 -1.9870 -0.8782  -0.157
29 C -3.9499 0.5425 2.3885  -0.100
30 C 4.1713 -0.6881 -1.4455  -0.175
31 C 1.1501 2.5534 -1.0870  -0.161
32 C -1.5761 -0.5884 -2.5849  -0.178
33 H -1.1008 -3.0667 -1.2110  0.106
34 H 0.7431 0.4409 -1.2919  0.119
35 H 3.2699 1.5210 2.5271  0.133
36 H 6.1259 1.1492 -2.1629  0.074
37 H -5.5723 0.7966 -0.6760  0.112
38 H -2.4149 -4.2636 -1.3194  0.128
39 H -3.5825 -0.3208 2.9400  0.064
40 H 4.4050 -2.6541 -0.5519  0.131
41 H -0.4421 -3.6794 0.9419  0.131
42 H 4.4996 -0.8750 -2.4695  0.122
43 H 3.3797 0.0637 -1.4770  0.106
44 H 2.4279 -1.4568 2.3910  0.124
45 H 1.8903 3.3509 1.1733  0.136
46 H -3.8554 2.8543 0.7969  0.118
47 H -0.6240 1.2043 -3.3062  0.131
48 H -4.8639 3.1560 -0.6451  0.126
49 H -4.0282 -2.2438 -1.2326  0.128
50 H 0.6537 3.4300 -0.6509  0.130
51 H 2.9686 0.5348 1.0695  0.105
52 H -5.1457 -0.7306 1.1395  0.109
53 H 0.0747 0.2545 3.3672  0.122
54 H 4.9449 1.9135 -1.0978  0.056
55 H -1.8536 -0.9230 -3.5965  0.130
56 H 1.2671 2.7103 -2.1639  0.127
57 H -3.1607 -2.5708 -2.7619  0.125
58 H 5.0458 -0.0694 0.4210  0.099
59 H -4.7530 0.9991 2.9649  0.074
60 H 6.5916 1.6123 -0.5256  0.070
61 H 2.9849 -2.4925 -1.6272  0.120
62 H -1.1215 -0.8961 1.8789  0.122
63 H -2.3512 1.3934 -2.9043  0.129
64 H -1.0014 -1.1304 0.1394  0.112
65 H -6.0114 1.5919 0.8445  0.114
66 H 0.2505 1.1614 0.2675  0.106
67 H 3.6370 3.1065 0.8851  0.124
68 H -3.6134 -0.2497 0.4164  0.081
69 H 0.9490 -1.9952 3.2106  0.134
70 H -0.6331 -1.0762 -2.3083  0.100
71 H -3.1371 1.2578 2.2925  0.052
72 H 1.7718 0.2936 3.9101  0.127
73 H -1.5653 -3.1994 2.2373  0.125
74 H 6.1777 -0.8513 -0.6823  0.109

Calculated values
Lowest unoccupied orbital energy in eV: 0.819
ΔE to the lowest compared entry with this formula, charge and spin in kJ/mol: 39.6
E_HOMO in eV: -8.794
Spin multiplicity: 1
Kohn-Sham gap in eV: 9.614
Net charge: 0
SMILES: CCCCOC(=O)N1CCOCCOCCN(C(=O)OCCCC)CCOCCOCC1

Here is an isolated molecule of C16H18N6O4 from OMol25. Energies are from the ωB97M-V functional and the def2-TZVPD basis.

Each line ends with the Löwdin charge.
Geometry (Å):
1 O -3.3131 1.8152 -1.3008  0.061
2 O -1.1503 -1.8988 -5.2988  0.034
3 O 3.1247 1.9862 2.2697  0.090
4 O 0.5300 1.8218 0.1609  0.111
5 N 0.2471 1.3327 7.3685  0.155
6 N -1.9853 -2.2787 -4.2500  0.150
7 N 1.7178 0.2166 2.4547  0.120
8 N -0.5719 -0.6635 -3.5778  0.211
9 N -3.0953 -0.4032 -1.7151  -0.080
10 N -0.4831 -0.1266 -0.1078  0.193
11 C -0.3534 -0.9425 -4.8216  -0.405
12 C -2.6479 0.7931 -1.2361  -0.399
13 C 0.9003 0.9787 6.4925  -0.192
14 C -2.2593 -1.5737 -1.9257  -0.094
15 C -1.2962 0.8884 -0.6106  -0.152
16 C 1.7904 -1.6172 0.8286  -0.037
17 C -4.3990 -0.4448 -2.3588  -0.024
18 C -1.5994 -1.5290 -3.2653  -0.332
19 C 1.7428 -0.1119 1.0353  -0.273
20 C 0.6418 -0.3469 -5.7390  0.015
21 C -0.6565 2.0620 -0.4542  0.005
22 C 2.3899 1.2995 2.9462  -0.450
23 C 3.1730 0.9557 5.3720  -0.034
24 C 1.7251 0.5447 5.3955  -0.232
25 C 2.2192 1.5853 4.4131  -0.141
26 C 0.5598 0.4814 0.3354  -0.292
27 H 1.8345 -1.8518 -0.2336  0.086
28 H 0.1420 0.1039 -6.5959  0.092
29 H -0.9020 3.0786 -0.6970  0.143
30 H -2.8894 -2.4614 -1.8762  0.129
31 H 1.3219 -1.1131 -6.1101  0.091
32 H -4.2964 -0.5684 -3.4400  0.093
33 H 1.4894 -0.4482 5.0370  0.136
34 H -1.4999 -1.6368 -1.1531  0.099
35 H 0.9704 -0.1791 3.0009  0.142
36 H -4.9715 -1.2871 -1.9660  0.093
37 H 0.8994 -2.0960 1.2357  0.081
38 H -4.9217 0.4822 -2.1530  0.084
39 H 3.8816 0.2351 4.9882  0.121
40 H 3.5336 1.5549 6.1954  0.119
41 H 2.6430 0.3606 0.6406  0.155
42 H 2.6718 -2.0239 1.3226  0.083
43 H 1.9367 2.6123 4.6003  0.159
44 H 1.2052 0.4136 -5.2067  0.088

Calculated values
Lowest unoccupied orbital energy in eV: 0.444
ΔE to the lowest compared entry with this formula, charge and spin in kJ/mol: 25.7
E_HOMO in eV: -9.549
Spin multiplicity: 1
Kohn-Sham gap in eV: 9.993
Net charge: 0
SMILES: Cc1nc(CN(C)C(=O)c2coc([C@H](C)NC(=O)[C@@H]3C[C@H]3C#N)n2)no1

Here is an isolated molecule of C4H12N4O from OMol25. Energies are from the ωB97M-V functional and the def2-TZVPD basis.

Each line ends with the Löwdin charge.
Geometry (Å):
1 O -1.3452 1.8362 1.0199  0.036
2 N 0.6189 -1.9175 -0.5268  0.012
3 N 0.0646 -0.6603 -0.8256  -0.203
4 N -0.8829 -0.2362 1.8972  0.162
5 N 0.5482 1.6638 -0.9881  0.082
6 C 1.7989 0.4585 0.7031  -0.029
7 C -0.7342 0.7642 0.9487  -0.493
8 C 0.4652 0.5418 -0.0477  -0.520
9 C -1.4768 -0.5681 -1.2212  -0.019
10 H 1.8118 -0.3468 1.4432  0.074
11 H 0.9201 2.4713 -0.4898  0.080
12 H -1.7353 -0.1717 2.4366  0.106
13 H 0.2350 -2.6623 -1.1147  0.081
14 H -1.6698 -1.4783 -1.8009  0.068
15 H -1.5917 0.2530 -1.9343  0.077
16 H -0.6012 -1.1596 1.5706  0.086
17 H -0.4061 1.9639 -1.1889  0.065
18 H -2.2787 -0.5784 -0.4790  0.070
19 H 2.6329 0.2926 0.0115  0.085
20 H 1.6390 -1.8516 -0.6697  0.088
21 H 1.9874 1.3856 1.2561  0.092

Calculated values
Lowest unoccupied orbital energy in eV: 0.886
ΔE to the lowest compared entry with this formula, charge and spin in kJ/mol: 216.9
E_HOMO in eV: -7.485
Spin multiplicity: 1
Kohn-Sham gap in eV: 8.371
Net charge: 0
SMILES: CN(N)[C@@](C)(N)C(N)=O

Here is a structure of composition C3H4O2Sn from OMol25. Energies are from the ωB97M-V functional and the def2-TZVPD basis.

Each line ends with the Löwdin charge.
Geometry (Å):
1 Sn 0.9705 -1.5572 2.2347  1.021
2 O 1.0147 1.0232 0.7023  -0.073
3 O 0.9079 -0.6648 -0.5692  -0.161
4 C 1.2868 -0.2432 0.5920  -0.683
5 C -0.3252 0.1079 -1.0223  -0.123
6 C -0.0402 1.3931 -0.3081  -0.173
7 H 0.3381 2.2092 -0.9339  0.107
8 H -0.6686 -1.6181 1.3019  -0.076
9 H -0.0604 0.2515 -2.0844  0.057
10 H -0.8636 1.7908 0.3025  0.104

Calculated values
Lowest unoccupied orbital energy (alpha / beta) in eV: -1.776 / -1.776
ΔE to the lowest compared entry with this formula, charge and spin in kJ/mol: 65.8
E_HOMO (alpha / beta) in eV: -6.720 / -6.717
Spin multiplicity: 1
Kohn-Sham gap (alpha / beta) in eV: 4.945 / 4.941
Net charge: 0